Record 1
The following is a DFT calculation (ωB97M-V/def2-TZVPD) of a 8-piece molecular cluster, C44H100F6N6O4 overall at a distorted geometry.

Computed properties:
- gap between HOMO and LUMO (eV) = 8.396
- energy relative to the best compared isomer or geometry (same formula, charge and spin) (eV) = 5.333
- E_HOMO (eV) = -8.047

Last column: Mulliken charge in e.
Cartesian coordinates (Å):
F (2.562, -2.976, -6.409)  -0.23
F (1.771, -4.967, -6.345)  -0.23
F (3.160, -4.402, -7.917)  -0.23
F (-4.747, 12.356, -1.414)  -0.23
F (-3.474, 11.409, 0.079)  -0.24
F (-3.162, 13.449, -0.632)  -0.25
O (-2.205, 10.422, -2.026)  -0.25
O (-2.271, 12.508, -3.012)  -0.51
O (5.345, -4.255, -6.119)  -0.30
O (3.888, -5.130, -4.522)  -0.55
N (2.211, 0.346, -1.031)  0.17
N (1.414, 3.824, 9.857)  -0.01
N (-6.062, 1.740, -5.075)  0.16
N (-5.976, 0.189, 3.730)  0.49
N (10.545, 1.081, 1.465)  0.15
N (-3.295, -11.820, -3.556)  0.01
C (9.622, 1.450, 0.415)  -0.16
C (10.900, 3.346, 2.414)  -1.05
C (9.309, -0.969, 2.060)  -1.13
C (-4.580, 1.343, -6.947)  -0.98
C (-2.631, 11.723, -2.160)  0.39
C (0.904, 1.450, 9.362)  -1.35
C (-0.168, 9.379, -2.536)  -1.24
C (-4.898, -0.375, 2.926)  -0.65
C (0.896, 4.605, 7.471)  -1.01
C (2.680, 0.499, 1.354)  -1.38
C (1.909, -1.084, -1.109)  -0.41
C (-2.476, -11.420, -5.862)  -1.36
C (0.838, 5.034, 12.055)  -1.30
C (-6.302, 1.352, 5.752)  -1.38
C (3.245, 0.626, -0.035)  -0.51
C (-7.967, -0.664, 2.633)  -1.24
C (-5.616, -12.826, -3.301)  -1.38
C (-4.516, 1.506, -3.276)  -1.37
C (6.482, -4.418, -5.343)  -0.24
C (1.927, 4.079, 8.516)  -0.74
C (-1.513, 9.796, -3.076)  -0.11
C (2.443, 2.440, -2.366)  -1.16
C (0.449, -1.428, -1.585)  -1.26
C (-4.485, -12.021, -2.653)  -0.37
C (9.937, 0.344, 2.584)  -0.56
C (-3.631, -11.633, -4.935)  -0.54
C (-2.907, -9.266, -3.170)  -0.96
C (-5.453, 1.217, 4.583)  -0.52
C (-2.465, -10.787, -2.903)  -0.77
C (-8.523, 1.563, -4.733)  -1.17
C (-5.593, 0.738, -4.109)  -0.31
C (0.926, 5.133, 10.484)  -0.55
C (6.740, -3.158, -4.420)  -0.98
C (-7.335, 1.268, -5.675)  -0.66
C (4.097, -4.578, -5.677)  0.43
C (-5.137, 2.343, -6.006)  -0.73
C (-7.077, 0.569, 2.831)  -0.56
C (2.881, -4.245, -6.617)  0.81
C (0.452, 2.710, 10.047)  -0.19
C (10.359, 1.634, -0.888)  -1.40
C (2.637, 0.869, -2.323)  -0.66
C (-3.952, -1.317, 3.730)  -1.26
C (11.517, 2.052, 1.959)  -0.70
C (-3.542, 12.213, -1.000)  0.84
H (-7.716, 1.233, 3.413)  0.29
H (10.307, 3.196, 3.316)  0.27
H (3.169, 2.923, -1.712)  0.28
H (9.236, 0.932, 3.177)  0.35
H (-2.975, -9.020, -4.229)  0.26
H (-4.879, 2.425, -2.814)  0.32
H (0.172, 5.334, 7.835)  0.28
H (1.002, 1.608, 8.288)  0.31
H (2.433, 2.778, -3.402)  0.40
H (-6.368, 0.416, -3.413)  0.35
H (6.456, -5.273, -4.668)  0.32
H (0.428, 8.808, -3.249)  0.39
H (0.097, 4.332, 12.437)  0.34
H (9.089, 2.380, 0.612)  0.27
H (-5.324, -0.984, 2.129)  0.42
H (1.576, 5.959, 10.196)  0.43
H (-4.206, 0.410, -6.525)  0.27
H (-7.911, -1.284, 3.527)  0.32
H (2.568, -1.567, -1.830)  0.20
H (8.917, 0.656, 0.169)  0.21
H (-0.511, 3.045, 9.662)  0.30
H (-5.217, -13.827, -3.467)  0.36
H (7.588, -3.400, -3.780)  0.34
H (0.405, 2.502, 11.116)  0.30
H (12.163, 1.579, 2.699)  0.41
H (-4.974, -11.106, -2.320)  0.30
H (-6.846, 1.138, 1.931)  0.35
H (-9.430, 1.220, -5.230)  0.39
H (1.810, 0.978, 9.742)  0.31
H (0.253, -0.963, -2.550)  0.27
H (0.436, 5.893, 12.592)  0.42
H (2.701, 4.843, 8.592)  0.41
H (-8.446, 0.949, -3.836)  0.30
H (7.307, -4.525, -6.048)  0.29
H (1.710, 0.992, 1.404)  0.34
H (0.162, 0.659, 9.471)  0.40
H (5.879, -2.824, -3.842)  0.26
H (-5.874, 2.015, 6.504)  0.41
H (3.355, 1.038, 2.018)  0.37
H (2.017, -1.630, -0.172)  0.39
H (-3.638, 1.714, -7.349)  0.40
H (-1.347, 10.379, -3.982)  0.32
H (-5.977, -12.480, -4.270)  0.32
H (9.679, 1.618, -1.740)  0.42
H (-7.243, 0.202, -5.883)  0.30
H (2.449, -0.523, 1.657)  0.31
H (-3.308, -0.770, 4.418)  0.30
H (-1.613, -12.051, -5.650)  0.32
H (-3.877, -8.974, -2.768)  0.28
H (-3.639, 1.697, -3.894)  0.34
H (2.082, 0.485, -3.179)  0.40
H (-5.051, -0.128, -4.488)  0.23
H (-1.456, -11.034, -3.234)  0.38
H (10.701, 2.661, -1.016)  0.27
H (-4.138, -12.550, -5.235)  0.46
H (-5.610, 3.238, -6.410)  0.38
H (-5.450, 2.183, 4.078)  0.28
H (10.347, 3.830, 1.609)  0.28
H (-2.453, -11.030, -1.840)  0.43
H (-0.175, 8.757, -1.641)  0.32
H (-5.237, 1.174, -7.800)  0.30
H (1.466, 2.784, -2.027)  0.31
H (-4.276, 2.682, -5.431)  0.29
H (-2.030, 8.861, -3.288)  0.24
H (-4.139, -12.493, -1.733)  0.39
H (-7.766, -1.114, 1.661)  0.29
H (-4.322, 0.426, 2.464)  0.32
H (0.000, 5.537, 10.075)  0.31
H (-2.230, -10.361, -5.790)  0.26
H (11.676, 4.086, 2.607)  0.41
H (-7.339, 1.786, -6.634)  0.45
H (3.621, 0.470, -2.573)  0.36
H (12.246, 2.230, 1.167)  0.35
H (-8.570, 2.643, -4.592)  0.30
H (1.858, 4.900, 12.414)  0.29
H (2.435, 3.260, 8.007)  0.37
H (-2.171, -8.667, -2.634)  0.37
H (3.857, 1.507, -0.228)  0.49
H (-4.483, -10.953, -4.965)  0.46
H (8.698, -0.867, 1.163)  0.31
H (10.123, -1.661, 1.842)  0.28
H (11.263, 1.025, -0.875)  0.35
H (-4.156, 0.824, -2.506)  0.43
H (-0.182, -1.049, -0.781)  0.29
H (10.712, -0.064, 3.234)  0.31
H (-4.442, 1.118, 4.977)  0.40
H (-6.428, -12.958, -2.586)  0.39
H (0.206, 3.828, 7.142)  0.26
H (7.048, -2.307, -5.028)  0.30
H (-3.275, -1.896, 3.102)  0.39
H (1.357, 5.037, 6.582)  0.41
H (-9.032, -0.430, 2.627)  0.43
H (-4.627, -1.964, 4.289)  0.30
H (-2.689, -11.679, -6.899)  0.41
H (4.008, -0.140, -0.173)  0.35
H (-7.284, 1.766, 5.526)  0.31
H (0.247, -2.496, -1.675)  0.41
H (0.543, 10.161, -2.272)  0.34
H (-6.333, 0.372, 6.230)  0.31
H (8.714, -1.302, 2.910)  0.36

---

Record 2
The following is a DFT calculation (ωB97M-V/def2-TZVPD) of one molecule with the formula C4H5N3O at a distorted geometry.

Computed properties:
- gap between HOMO and LUMO (eV) = 8.844
- energy relative to the best compared isomer or geometry (same formula, charge and spin) (eV) = 4.368
- E_HOMO (eV) = -8.344

Last column: Mulliken charge in e.
Cartesian coordinates (Å):
O (-0.281, 2.088, -1.324)  -0.52
N (0.998, 0.200, 1.481)  -0.85
N (-0.187, -2.105, 0.557)  -0.38
N (0.680, 1.295, 0.669)  0.28
C (0.278, -0.704, 0.682)  0.04
C (-0.872, -1.764, -0.749)  -0.29
C (-0.274, -0.246, -0.526)  0.41
C (-0.040, 1.123, -0.438)  0.05
H (-0.757, 1.623, -2.011)  0.31
H (-1.972, -1.802, -0.716)  0.22
H (1.222, 2.119, 0.868)  0.25
H (-0.690, -2.465, 1.331)  0.26
H (-0.551, -2.359, -1.651)  0.22

---

Record 3
The following is a DFT calculation (ωB97M-V/def2-TZVPD) of one molecule with the formula C4H9NO2 at a distorted geometry.

Computed properties:
- gap between HOMO and LUMO (eV) = 8.737
- energy relative to the best compared isomer or geometry (same formula, charge and spin) (eV) = 2.623
- E_HOMO (eV) = -7.747

Last column: Mulliken charge in e.
Cartesian coordinates (Å):
O (1.677, -0.470, -0.713)  -0.51
O (-0.788, 0.338, -0.910)  -0.47
N (-1.851, -1.719, -0.605)  -0.48
C (0.834, 0.601, -0.805)  0.10
C (-0.549, -0.703, 1.140)  -1.13
C (-1.104, -0.671, -0.088)  0.80
C (1.129, 1.703, 0.207)  -1.17
H (1.535, 1.342, 1.163)  0.33
H (-0.354, 0.240, 1.627)  0.26
H (1.869, 2.391, -0.220)  0.33
H (-2.261, -2.306, 0.108)  0.23
H (-0.537, -1.615, 1.706)  0.32
H (0.206, 2.245, 0.399)  0.36
H (1.790, -0.743, 0.215)  0.43
H (-2.457, -1.548, -1.394)  0.25
H (0.861, 0.914, -1.830)  0.34

---

Copy entry 2 word for word.
The following is a DFT calculation (ωB97M-V/def2-TZVPD) of one molecule with the formula C4H5N3O at a distorted geometry.

Computed properties:
- gap between HOMO and LUMO (eV) = 8.844
- energy relative to the best compared isomer or geometry (same formula, charge and spin) (eV) = 4.368
- E_HOMO (eV) = -8.344

Last column: Mulliken charge in e.
Cartesian coordinates (Å):
O (-0.281, 2.088, -1.324)  -0.52
N (0.998, 0.200, 1.481)  -0.85
N (-0.187, -2.105, 0.557)  -0.38
N (0.680, 1.295, 0.669)  0.28
C (0.278, -0.704, 0.682)  0.04
C (-0.872, -1.764, -0.749)  -0.29
C (-0.274, -0.246, -0.526)  0.41
C (-0.040, 1.123, -0.438)  0.05
H (-0.757, 1.623, -2.011)  0.31
H (-1.972, -1.802, -0.716)  0.22
H (1.222, 2.119, 0.868)  0.25
H (-0.690, -2.465, 1.331)  0.26
H (-0.551, -2.359, -1.651)  0.22

---

Copy entry 2 word for word.
The following is a DFT calculation (ωB97M-V/def2-TZVPD) of one molecule with the formula C4H5N3O at a distorted geometry.

Computed properties:
- gap between HOMO and LUMO (eV) = 8.844
- energy relative to the best compared isomer or geometry (same formula, charge and spin) (eV) = 4.368
- E_HOMO (eV) = -8.344

Last column: Mulliken charge in e.
Cartesian coordinates (Å):
O (-0.281, 2.088, -1.324)  -0.52
N (0.998, 0.200, 1.481)  -0.85
N (-0.187, -2.105, 0.557)  -0.38
N (0.680, 1.295, 0.669)  0.28
C (0.278, -0.704, 0.682)  0.04
C (-0.872, -1.764, -0.749)  -0.29
C (-0.274, -0.246, -0.526)  0.41
C (-0.040, 1.123, -0.438)  0.05
H (-0.757, 1.623, -2.011)  0.31
H (-1.972, -1.802, -0.716)  0.22
H (1.222, 2.119, 0.868)  0.25
H (-0.690, -2.465, 1.331)  0.26
H (-0.551, -2.359, -1.651)  0.22